Entry from the OMol25 dataset: a structure of composition C5H6N in a non-equilibrium geometry (ωB97M-V/def2-TZVPD).

Results
Net charge: +1
Calculated total energy (a.u.): -248.3911
HOMO energy (eV): -16.1
Energy above the lowest of the compared OMol25 structures with the same formula, charge and spin (kcal/mol): 141.0

Each line ends with the Löwdin charge.
Positions of all 12 atoms, in Å:
C 0.6583 -0.4638 -0.2779  -0.242
C 1.8967 -0.0341 -0.0232  0.307
C -1.2264 0.6500 -0.0737  0.025
C -0.6765 -0.5717 -0.8708  -0.036
C -0.3295 -0.0492 0.9469  0.000
N -0.3249 -1.2865 0.3468  0.197
H 2.3543 -0.3325 0.8338  0.093
H 2.3175 0.5778 -0.7825  0.120
H -1.0446 1.5928 -0.3584  0.079
H -2.3801 0.5683 0.0899  0.183
H -1.0715 -0.9221 -1.7324  0.131
H -0.1733 0.2709 1.9015  0.144